1.
DFT (ωB97M-V/def2-TZVPD) results for a single C21H35N3O4 molecule.

Last column: Löwdin charge in e.
CARTESIAN COORDINATES (ANGSTROEM)
C  1.2789  2.8848  0.8730  0.03
C  0.3993  1.9055  1.0196  -0.17
C  -0.2145  1.1484  -0.1208  -0.13
C  0.1748  -0.3392  -0.1492  -0.30
C  1.6786  -0.4334  -0.0281  -0.44
O  2.3997  -0.2382  -0.9905  0.09
N  2.1568  -0.6834  1.2180  0.12
C  3.5210  -0.3366  1.5550  -0.28
C  4.4193  -1.5665  1.6652  -0.02
C  3.4703  0.4277  2.8772  -0.45
O  2.5203  0.3240  3.6391  0.06
N  4.5537  1.1814  3.1549  0.08
C  4.6336  1.9806  4.3668  -0.16
C  3.8387  3.2835  4.2905  -0.43
C  4.3656  4.1927  3.1866  -0.08
C  3.8758  3.9814  5.6443  -0.08
C  -0.6940  -1.2172  0.7968  -0.06
N  -1.3770  -1.7138  -0.3940  -0.02
C  -2.2540  -2.7231  -0.6281  -0.42
O  -2.4486  -3.1295  -1.7575  0.09
C  -2.9605  -3.2792  0.6031  -0.21
C  -3.0816  -4.7944  0.4838  -0.03
C  -4.3346  -2.6228  0.8096  -0.49
O  -5.1833  -3.1022  -0.2033  0.03
C  -4.8089  -2.7648  2.2795  -0.09
C  -4.2549  -1.3494  2.5525  -0.15
C  -4.2780  -1.0907  1.0305  -0.08
C  -0.4562  -1.0940  -1.3409  -0.03
H  1.7012  3.3947  1.7298  0.04
H  1.6008  3.2092  -0.1105  0.07
H  0.1107  1.6052  2.0252  0.11
H  -1.3072  1.2091  -0.0843  0.13
H  0.1097  1.5959  -1.0634  0.13
H  1.5266  -0.6285  2.0079  0.12
H  3.8977  0.3187  0.7656  0.15
H  5.4464  -1.2863  1.9022  0.08
H  4.0524  -2.2342  2.4457  0.09
H  4.4140  -2.0998  0.7158  0.09
H  5.2552  1.2908  2.4433  0.14
H  4.2619  1.3717  5.1913  0.13
H  5.6878  2.1970  4.5567  0.13
H  2.8032  3.0104  4.0649  0.13
H  5.4004  4.4849  3.3892  0.08
H  4.3342  3.7051  2.2105  0.06
H  3.7725  5.1058  3.1166  0.08
H  4.9021  4.2427  5.9174  0.08
H  3.2944  4.9038  5.6242  0.08
H  3.4694  3.3439  6.4312  0.08
H  -0.1426  -1.9920  1.3370  0.13
H  -1.3265  -0.6642  1.4966  0.11
H  -2.3639  -3.0268  1.4854  0.14
H  -2.0962  -5.2611  0.4983  0.09
H  -3.6676  -5.2020  1.3084  0.08
H  -3.5702  -5.0491  -0.4527  0.08
H  -6.0297  -2.6517  -0.1311  0.10
H  -5.8997  -2.7801  2.3216  0.12
H  -4.4204  -3.5998  2.8619  0.11
H  -4.8527  -0.6912  3.1788  0.10
H  -3.2404  -1.3792  2.9508  0.10
H  -3.4652  -0.5332  0.5675  0.09
H  -5.2254  -0.6391  0.7274  0.12
H  -0.9379  -0.4706  -2.0945  0.13
H  0.2097  -1.8050  -1.8320  0.14

Properties
- structure (SMILES) = C=CCC1(C(=O)N[C@H](C)C(=O)NCC(C)C)CN(C(=O)[C@H](C)C2(O)CCC2)C1
- relative energy (zero: lowest compared OMol25 entry of this formula, charge and spin) (eV) = 0.837
- net charge = 0
- gap between HOMO and LUMO (hartree) = 0.3574
- DFT total energy (hartree) = -1286.4300

2.
DFT (ωB97M-V/def2-TZVPD) results for a gas-phase ion, C4H8NO (charge +1) at a distorted geometry.

Last column: Löwdin charge in e.
CARTESIAN COORDINATES (ANGSTROEM)
C  -0.2847  0.3907  -0.9232  -0.20
C  0.6698  -0.5655  -0.2615  -0.08
C  -1.5766  0.6053  -0.4190  -0.01
C  1.7647  -0.1156  0.3499  -0.16
N  -1.9439  0.1422  0.7762  0.25
O  2.6661  -0.9047  0.9875  0.03
H  0.1911  1.3583  -0.9477  0.15
H  -0.4816  0.3030  -2.0361  0.17
H  0.4848  -1.5975  -0.5456  0.13
H  -1.2462  -0.0483  1.3984  0.09
H  -2.2253  1.1114  -1.1961  0.18
H  -2.8560  0.2938  1.2354  0.17
H  1.9509  0.8664  0.7401  0.14
H  2.8869  -1.8395  0.8418  0.14

Properties
- structure (SMILES) = [NH2+]=CC/C=C/O
- relative energy (zero: lowest compared OMol25 entry of this formula, charge and spin) (eV) = 1.466
- net charge = +1
- gap between HOMO and LUMO (hartree) = 0.3045
- DFT total energy (hartree) = -286.8886

3.
DFT (ωB97M-V/def2-TZVPD) results for 2 unconnected molecules or ions with the total composition C4H14N2O at a distorted geometry.

Last column: Löwdin charge in e.
CARTESIAN COORDINATES (ANGSTROEM)
N  1.6906  1.0927  -0.2001  0.04
C  0.3160  1.4559  0.2189  -0.45
C  0.3056  2.0693  1.5979  -0.09
C  -0.5624  0.2114  0.2371  -0.25
N  -0.5323  -0.5359  -1.0318  -0.13
C  -1.6963  -1.4415  -1.1194  -0.13
H  2.3511  1.4424  0.4922  0.06
H  1.7701  0.0869  -0.0896  0.05
H  -0.1361  2.1529  -0.4894  0.13
H  1.0344  2.8622  1.7691  0.08
H  0.5131  1.3380  2.3864  0.08
H  -0.6613  2.4693  1.9099  0.08
H  -1.5818  0.4988  0.5292  0.12
H  -0.1994  -0.5001  0.9912  0.12
H  -0.7297  0.1520  -1.7550  0.11
H  -1.7192  -2.2148  -0.3526  0.08
H  -2.5842  -0.8085  -1.0417  0.07
H  -1.6957  -1.9635  -2.0720  0.08
H  2.0053  -2.9749  -1.0870  0.03
H  0.8730  -2.2566  -0.3639  -0.01
O  1.2392  -3.1362  -0.5292  -0.07

Properties
- structure (SMILES) = CNC[C@@H](C)N.O
- relative energy (zero: lowest compared OMol25 entry of this formula, charge and spin) (eV) = 1.214
- net charge = 0
- gap between HOMO and LUMO (hartree) = 0.3800
- DFT total energy (hartree) = -345.5316

4.
DFT (ωB97M-V/def2-TZVPD) results for a molecular structure, C2H5Cl2O4P at a distorted geometry.

Last column: Löwdin charge in e.
CARTESIAN COORDINATES (ANGSTROEM)
C  0.4722  -0.8770  -0.1205  -0.53
C  -1.0536  0.3122  -0.3007  -0.59
O  0.5336  -1.6034  0.9670  -0.07
O  -1.4661  0.6232  0.9947  0.03
O  -2.0169  -0.3514  -1.0211  0.05
O  -0.5422  1.4794  -0.9340  -0.04
P  1.9350  0.2883  -0.5737  0.18
Cl  2.1374  1.3271  1.0766  0.25
Cl  3.4447  -1.0064  -0.1382  0.17
H  0.3476  -1.5302  -0.9759  0.09
H  1.1968  -1.2436  1.6073  0.09
H  -2.2809  0.1158  1.1912  0.13
H  -2.4160  0.3932  -1.5668  0.15
H  -0.2915  2.0729  -0.2060  0.08

Properties
- relative energy (zero: lowest compared OMol25 entry of this formula, charge and spin) (eV) = 0.000
- net charge = 0
- gap between HOMO and LUMO (hartree) = 0.3428
- DFT total energy (hartree) = -1641.9066

5.
DFT (ωB97M-V/def2-TZVPD) results for a molecular structure, H16O8 at a distorted geometry.

Last column: Löwdin charge in e.
CARTESIAN COORDINATES (ANGSTROEM)
O  2.4464  -1.9439  -1.0821  -0.04
H  1.6244  -1.4567  -1.0252  -0.11
H  2.5545  -2.1238  -2.0160  0.04
O  2.6786  0.6748  -0.6068  -0.01
H  2.6597  1.5512  -0.2224  0.05
H  1.8505  0.6029  -1.0814  -0.01
O  -1.2151  -0.5886  2.8150  -0.06
H  -0.8574  0.1869  2.3827  -0.01
H  -2.0370  -0.2891  3.2035  0.02
O  -0.3628  1.8751  0.1815  0.09
H  0.0616  2.6577  0.5330  0.13
H  -0.4439  2.0469  -0.7567  0.13
O  -2.5886  1.1062  1.2983  -0.04
H  -2.3234  1.8869  1.7845  0.04
H  -2.1006  1.1580  0.4765  0.01
O  -1.4972  -1.9035  -0.1490  -0.06
H  -0.8246  -2.4056  -0.6092  0.02
H  -1.0904  -1.0531  0.0170  -0.16
O  -0.2229  -0.2128  0.3833  -0.04
H  -0.2064  0.7439  0.4109  -0.17
H  0.3489  -0.4416  -0.3495  -0.12
O  0.5950  -0.8019  -1.4968  0.02
H  1.1989  -0.4345  -2.1422  0.13
H  -0.2481  -0.8355  -1.9489  0.15

Properties
- relative energy (zero: lowest compared OMol25 entry of this formula, charge and spin) (eV) = 8.800
- net charge = 0
- gap between HOMO and LUMO (hartree) = 0.3087
- DFT total energy (hartree) = -611.2592

6.
DFT (ωB97M-V/def2-TZVPD) results for 2 unconnected molecules or ions with the total composition C14H14ClF9N2OPS.

Last column: Löwdin charge in e.
CARTESIAN COORDINATES (ANGSTROEM)
O  -2.4490  -0.0849  2.4945  -0.35
P  -2.0786  0.8077  1.1803  0.60
Cl  -1.4696  2.5725  1.9785  0.36
C  -0.4848  -0.0724  0.7727  -0.30
C  -0.1705  -1.2304  1.4694  -0.01
N  0.8890  -1.9444  1.1251  0.08
N  1.7074  -1.6667  0.1361  0.15
C  1.4402  -0.5768  -0.5333  -0.02
C  0.3558  0.2882  -0.2626  -0.17
C  0.1401  1.5180  -1.0997  -0.11
C  1.3830  2.3465  -1.4357  -0.05
C  1.8040  3.3500  -0.3704  -0.46
F  0.7058  3.9954  0.1071  0.09
F  2.6123  4.2626  -0.9575  0.13
C  2.5349  2.6754  0.8399  -0.39
F  1.5684  2.0540  1.5650  0.07
F  3.3525  1.7124  0.3576  0.11
S  3.5632  3.7811  2.0038  0.76
F  2.5754  3.5301  3.2124  -0.12
F  2.7079  5.0446  1.5885  -0.11
F  4.5638  4.0284  0.8013  -0.11
F  4.4009  2.5116  2.4529  -0.12
F  4.4486  4.6824  2.9187  -0.08
H  -2.3571  0.4011  3.3267  0.07
H  -0.7794  -1.5745  2.2939  0.14
H  1.1172  -2.7911  1.6348  0.19
H  2.1263  -0.3665  -1.3434  0.14
H  -0.6285  2.1441  -0.6494  0.08
H  -0.2701  1.1629  -2.0528  0.15
H  1.1499  2.9646  -2.3051  0.15
H  2.2350  1.7336  -1.7185  0.12
C  -2.5962  -2.7448  -1.0990  -0.11
C  -1.6929  -3.7206  -1.4995  -0.11
C  -2.1559  -4.9180  -2.0263  -0.09
C  -3.5210  -5.1324  -2.1547  -0.08
C  -4.4222  -4.1544  -1.7559  -0.08
C  -3.9613  -2.9586  -1.2246  -0.09
H  -2.2319  -1.8134  -0.6828  0.06
H  -0.6253  -3.5508  -1.4099  0.09
H  -1.4555  -5.6810  -2.3388  0.11
H  -3.8835  -6.0638  -2.5685  0.11
H  -5.4853  -4.3247  -1.8598  0.11
H  -4.6633  -2.1971  -0.9109  0.10

Properties
- net charge = +1
- gap between HOMO and LUMO (hartree) = 0.2535
- DFT total energy (hartree) = -2824.8860